# 1
Here is a molecular structure, C27H39Co2O7Si4 at a distorted geometry from the Open Molecules 2025 dataset. Energies are from ωB97M-V/def2-TZVPD.

Element x y z (Å)
C  1.0651  5.1940  3.5259
Si  0.1279  5.0235  1.8926
C  -1.6423  5.6425  2.1462
C  0.9464  6.1469  0.6054
Si  0.1024  2.7779  1.1294
Si  2.3135  1.9125  0.7246
C  3.5854  3.2443  1.1659
C  2.6224  0.4248  1.8517
C  2.6786  1.3578  -1.0557
Si  -1.0974  1.4534  2.6581
C  -0.2335  1.4137  4.3406
C  -2.8349  2.1640  2.8869
C  -1.2639  -0.3087  1.9865
O  -0.9566  2.8197  -0.2958
C  -0.4357  2.3760  -1.5031
C  0.1504  3.4481  -2.3835
C  -0.5731  1.0772  -1.8476
H  1.0910  6.2668  3.7672
H  0.5665  4.6785  4.3569
H  2.1024  4.8393  3.4786
H  -1.5937  6.7206  2.3599
H  -2.2537  5.5158  1.2431
H  -2.1705  5.1618  2.9784
H  0.9292  7.1713  1.0073
H  1.9922  5.8952  0.3877
H  0.3968  6.1628  -0.3454
H  4.5769  2.8037  0.9815
H  3.5085  4.1484  0.5481
H  3.5440  3.5473  2.2204
H  3.6517  0.0888  1.6553
H  2.5502  0.6722  2.9191
H  1.9566  -0.4255  1.6534
H  3.7056  0.9642  -1.1075
H  2.0094  0.5610  -1.4038
H  2.6108  2.1767  -1.7845
H  -0.8118  0.7242  4.9724
H  0.7983  1.0431  4.3011
H  -0.2242  2.3919  4.8390
H  -3.4073  1.4484  3.4951
H  -2.8627  3.1341  3.3976
H  -3.3587  2.2735  1.9282
H  -1.8037  -0.8949  2.7452
H  -1.8540  -0.3533  1.0609
H  -0.3046  -0.8084  1.7982
H  0.6963  2.9864  -3.2140
H  -0.6470  4.0745  -2.8073
H  0.8315  4.1291  -1.8513
H  -0.2863  0.7721  -2.8538
H  -1.0294  0.3121  -1.2117
O  1.5335  -6.7882  0.2976
C  0.5253  -6.9330  -0.2603
Co  -1.0405  -6.7623  -1.0576
C  -0.5601  -6.9765  -2.7508
O  -0.3096  -6.9420  -3.8731
C  -1.8287  -8.2961  -0.7051
O  -2.4629  -9.2120  -0.3897
C  -2.2109  -5.2516  -0.3037
C  -1.2292  -4.6589  -1.0684
C  0.0027  -4.0672  -0.9840
C  0.6883  -3.3210  -1.9893
C  2.0572  -3.0186  -1.7927
C  2.7786  -2.2866  -2.7252
C  2.1318  -1.8029  -3.8839
C  0.7684  -2.0749  -4.0830
C  0.0610  -2.8101  -3.1404
Co  -3.1850  -4.7814  -1.7578
C  -4.3153  -6.1244  -1.7737
O  -4.9923  -7.0557  -1.7518
C  -3.9844  -3.3738  -1.1038
O  -4.3252  -2.3950  -0.5874
C  -3.0608  -4.4734  -3.5016
O  -2.8617  -4.2541  -4.6377
H  -2.4411  -5.1572  0.7618
H  0.5087  -4.1748  -0.0297
H  2.5055  -3.3812  -0.8651
H  3.8449  -2.0755  -2.5551
H  2.6892  -1.2050  -4.6079
H  0.2556  -1.7087  -4.9797
H  -1.0082  -2.9877  -3.2445

Values from the calculation:
Max |F| = 3.6 eV Å⁻¹
E = -5502.463274 Ha
Spin multiplicity = 1
Net charge = -1

# 2
Here is 6 unconnected molecules or ions with the total composition C27H39N3O3 at a distorted geometry from the Open Molecules 2025 dataset. Energies are from ωB97M-V/def2-TZVPD.

Element x y z (Å)
C  23.7311  -16.2880  28.9541
C  23.6941  -15.9162  27.5846
C  24.4769  -16.6579  26.7316
N  25.3018  -17.6393  27.0672
C  25.3801  -17.9719  28.4231
C  24.6613  -17.2506  29.3909
H  23.1317  -15.7292  29.6575
H  23.0140  -15.1115  27.3473
H  24.5140  -16.4192  25.6790
H  26.0080  -18.8123  28.6799
H  24.7337  -17.4097  30.4567
C  17.2044  -16.1722  29.1035
C  17.4703  -16.6626  27.8261
C  17.7030  -15.7340  26.7808
N  17.8491  -14.4069  27.0063
C  17.6785  -13.9752  28.3061
C  17.3931  -14.8029  29.3761
H  16.7958  -16.9153  29.7723
H  17.4620  -17.7359  27.7061
H  18.0418  -16.0875  25.8182
H  17.8546  -12.9126  28.3852
H  17.3468  -14.3611  30.3605
C  21.2543  -17.1732  28.2628
C  21.7591  -17.5282  29.5039
C  20.9913  -18.4709  30.2089
N  19.7762  -18.9978  29.7818
C  19.4081  -18.5900  28.4986
C  20.1692  -17.7567  27.6917
H  21.7746  -16.4237  27.6849
H  22.6859  -17.1388  29.8986
H  21.2827  -18.7356  31.2146
H  18.5277  -19.0362  28.0602
H  19.8163  -17.5092  26.7014
C  19.9585  -13.8787  29.1745
C  21.2007  -13.5046  29.9551
C  22.2272  -14.0541  29.0878
O  21.7034  -15.2439  28.5210
C  20.2555  -15.2793  28.7874
H  19.7484  -13.2816  28.2871
H  19.1616  -13.8545  29.9178
H  21.2761  -13.9141  30.9624
H  21.3438  -12.4432  30.1577
H  23.1918  -14.1686  29.5822
H  22.3245  -13.4334  28.1971
H  20.1081  -15.9041  29.6683
H  19.6328  -15.6943  27.9949
C  18.3197  -15.6059  32.3357
C  19.2579  -15.5539  31.1646
C  20.4592  -16.2928  31.7155
O  20.4760  -16.0595  33.1020
C  19.2899  -15.4897  33.5780
H  17.7530  -16.5354  32.3910
H  17.6189  -14.7735  32.3985
H  19.6729  -14.5760  30.9206
H  18.8278  -15.9536  30.2463
H  21.3736  -16.0261  31.1855
H  20.3952  -17.3731  31.5856
H  19.2905  -14.4386  33.8664
H  18.8032  -16.1643  34.2823
C  19.5587  -10.8515  30.4763
C  20.0998  -11.1616  31.9066
C  19.3347  -12.5076  32.1974
O  18.0626  -12.4448  31.4838
C  18.0759  -11.3030  30.5699
H  20.1442  -11.4478  29.7765
H  19.5344  -9.7803  30.2766
H  19.8449  -10.4079  32.6515
H  21.1897  -11.1762  31.9109
H  19.1647  -12.5556  33.2730
H  19.8327  -13.4407  31.9342
H  17.5325  -10.5242  31.1051
H  17.6244  -11.6784  29.6515

Values from the calculation:
Max |F| = 6.4 eV Å⁻¹
Structure (SMILES) = c1ccncc1.c1ccncc1.c1ccncc1.C1CCOC1.C1CCOC1.C1CCOC1
E = -1441.685020 Ha
Spin multiplicity = 1

# 3
Here is a molecular structure, C27H3Cl4F15GeIN2O2SY at a distorted geometry from the Open Molecules 2025 dataset. Energies are from ωB97M-V/def2-TZVPD.

Element x y z (Å)
Y  0.8414  0.4872  -1.0076
Cl  -3.6452  4.8783  1.5619
C  -2.3239  3.7804  1.3835
C  -1.5539  3.4245  2.4805
Cl  -1.8972  4.0800  4.0422
C  -0.4944  2.5212  2.3241
Cl  0.4820  2.0427  3.6647
C  -0.2051  1.9842  1.0836
O  0.7902  1.0831  0.8707
C  -0.9775  2.3576  -0.0334
O  -0.6379  1.8143  -1.2224
C  -2.0307  3.2405  0.1260
Cl  -2.9513  3.6555  -1.2744
F  4.4018  -3.5859  -2.5665
C  5.5162  -2.9222  -2.2351
C  5.5293  -1.5370  -2.1670
C  6.7059  -0.9508  -1.7372
F  6.8195  0.3766  -1.5855
C  7.8297  -1.6902  -1.4314
F  8.9509  -1.0956  -1.0287
C  7.7826  -3.0619  -1.5347
F  8.8562  -3.7881  -1.2348
C  6.6199  -3.6875  -1.9337
F  6.5814  -5.0166  -2.0119
Ge  3.8304  -0.5958  -2.3358
S  2.6817  -1.2801  -0.6521
C  3.0557  -0.8486  -4.1434
C  3.6760  -1.4692  -5.2174
F  4.8561  -2.0776  -5.1027
C  3.1314  -1.4613  -6.4888
F  3.7520  -2.0647  -7.4972
C  1.9399  -0.8105  -6.7243
F  1.4139  -0.7981  -7.9431
C  1.2963  -0.1595  -5.6944
F  0.1561  0.4848  -5.9170
C  1.8750  -0.2007  -4.4507
F  1.1884  0.4998  -3.4838
C  4.2109  1.3396  -2.5861
C  5.2224  1.6745  -3.4756
F  5.8811  0.7244  -4.1522
C  5.6048  2.9749  -3.7227
F  6.5846  3.2502  -4.5777
C  4.9547  4.0062  -3.0758
F  5.3079  5.2639  -3.3074
C  3.9228  3.7307  -2.2069
F  3.2709  4.7225  -1.6114
C  3.5813  2.4142  -1.9965
F  2.5021  2.2390  -1.1701
I  -1.1137  -5.4346  -0.1414
C  -1.1540  -3.3874  -0.2501
C  -1.8345  -2.5166  0.5732
N  -1.5622  -1.2794  0.1426
N  -0.7340  -1.2828  -0.9205
C  -0.4835  -2.5672  -1.1616
H  -2.4823  -2.6956  1.4158
H  -1.9155  -0.4051  0.5018
H  0.1708  -2.8567  -1.9673

Values from the calculation:
Max |F| = 3.3 eV Å⁻¹
E = -7440.668721 Ha
Spin multiplicity = 1

# 4
Here is a molecular structure, C27H40BN8ORhS2SbSe4 at a distorted geometry from the Open Molecules 2025 dataset. Energies are from ωB97M-V/def2-TZVPD.

Element x y z (Å)
Rh  12.3631  12.2073  12.3367
C  11.3013  8.8009  14.3103
C  10.7564  10.2208  14.7571
C  9.7874  9.9036  15.8585
C  11.7768  11.2261  15.2177
C  12.1413  11.6025  16.5623
C  13.1200  12.5539  16.4057
N  13.2915  12.8755  15.1084
N  12.3568  12.0769  14.3464
B  14.4564  13.5841  14.3569
N  15.1008  12.4091  13.5907
C  16.3819  12.1555  13.3057
C  16.4329  11.0170  12.5714
C  15.1401  10.4702  12.6276
N  14.3197  11.4549  13.0198
C  14.7012  9.0125  12.5876
C  14.7589  8.4137  14.0051
C  15.6080  8.1769  11.6670
N  13.9037  14.5356  13.2872
C  14.1953  15.7873  13.0064
C  13.1726  16.3456  12.2185
C  12.1870  15.3499  12.1159
N  12.6659  14.1855  12.6603
C  10.7131  15.5381  11.6954
C  9.9199  15.2680  12.9744
C  10.3669  16.8162  10.9804
H  10.4313  8.2829  13.8528
H  12.1370  8.7352  13.6361
H  11.6106  8.2301  15.2502
H  10.1607  10.6978  13.9370
H  9.5207  10.7943  16.4327
H  8.8791  9.5050  15.3661
H  10.1135  9.1324  16.6187
H  11.6339  11.2294  17.4389
H  13.7332  13.0286  17.1589
H  15.3453  14.1156  14.9861
H  17.1886  12.8400  13.5792
H  17.3656  10.6138  12.1849
H  13.7241  8.9962  12.1461
H  15.7614  8.5650  14.5311
H  13.9841  8.7689  14.6691
H  14.5815  7.3525  13.9830
H  16.6497  8.4648  11.7832
H  15.4633  7.0957  11.8397
H  15.3665  8.4280  10.6416
H  15.1811  16.1909  13.3160
H  13.0997  17.3790  11.9499
H  10.4436  14.7555  10.9675
H  8.8437  15.2225  12.7719
H  10.1819  14.3322  13.5374
H  10.0028  16.0285  13.8027
H  10.7336  17.7125  11.4393
H  10.8486  16.7683  9.9595
H  9.2724  16.9355  10.8742
N  12.0091  9.4239  10.4673
C  12.6390  10.4846  9.7961
N  13.1166  11.5803  10.3535
C  13.3536  12.5482  9.3653
C  13.6888  13.8913  9.5050
C  13.1861  14.7827  8.5614
C  12.7336  14.3082  7.3165
C  12.6862  12.9702  7.0180
C  12.8658  12.0986  8.0901
S  12.8288  10.3896  8.0322
H  11.2280  9.6790  11.1333
H  11.8081  8.5868  9.9372
H  14.1616  14.2549  10.3948
H  13.3675  15.8368  8.7507
H  12.3837  15.0351  6.6140
H  12.5131  12.6065  6.0532
Se  7.6640  9.5210  12.6471
Sb  7.8827  11.5484  11.1038
Se  6.4625  10.8524  9.0470
Se  6.2116  13.2831  11.8017
Se  10.3313  12.5165  10.8593
C  12.6508  5.3437  10.3530
S  12.0756  5.1886  12.1269
C  10.2659  5.0363  12.0466
O  12.3406  6.5087  12.7770
H  12.4613  4.3637  9.8849
H  13.7250  5.4984  10.3692
H  12.0811  6.1563  9.8821
H  9.9376  4.1274  11.5357
H  9.8952  5.8922  11.4753
H  9.8511  5.1046  13.0686

Values from the calculation:
Expectation value of S² = 6.0291
Max |F| = 4.0 eV Å⁻¹
E = -12343.565978 Ha
Spin multiplicity = 5
Net charge = +1

# 5
Here is 7 unconnected molecules or ions with the total composition C27H40Br14ClO3P at a distorted geometry from the Open Molecules 2025 dataset. Energies are from ωB97M-V/def2-TZVPD.

Element x y z (Å)
C  5.9164  0.1683  -1.9166
C  4.3971  0.0185  -2.0377
C  3.8157  -1.1815  -1.2560
Cl  4.5598  -1.1197  0.3902
C  2.2969  -1.1135  -1.1414
C  1.5810  -1.9899  -0.4322
P  2.2756  -3.4360  0.4658
O  1.2795  -4.4557  0.8513
C  0.0728  -1.8135  -0.3177
O  -0.7002  -2.7234  -0.3107
C  -0.3436  -0.3693  -0.2424
C  -1.3960  0.0761  0.5367
C  -1.6540  1.4444  0.5657
C  -0.9038  2.3607  -0.1494
C  0.1327  1.9035  -0.9640
C  0.3973  0.5480  -0.9880
C  1.4982  -0.0034  -1.8439
O  1.7041  0.4034  -2.9703
H  6.2308  0.9033  -2.6636
H  6.4127  -0.7772  -2.1386
H  6.2008  0.5942  -0.9574
H  3.9558  0.9009  -1.5544
H  4.0276  0.0442  -3.0616
H  4.1032  -2.0956  -1.7800
H  3.2768  -4.0133  -0.3505
H  2.8673  -2.9160  1.6338
H  -1.9809  -0.6380  1.1022
H  -2.4702  1.8045  1.1886
H  -1.0804  3.4275  -0.1211
H  0.7487  2.5485  -1.5795
Br  -4.6811  -4.4501  0.1494
C  -3.1273  -5.3431  -0.6140
C  -3.4588  -6.0140  -1.9189
Br  -4.4398  -7.6757  -1.6475
H  -2.7610  -6.0332  0.1385
H  -2.3921  -4.5546  -0.7657
H  -2.5484  -6.3030  -2.4399
H  -4.0662  -5.3942  -2.5715
Br  -0.4864  3.9518  2.8961
C  -1.8830  5.2263  3.3527
C  -3.0572  4.5003  3.9459
Br  -4.0850  3.6219  2.5410
H  -2.1365  5.7778  2.4512
H  -1.4311  5.9051  4.0717
H  -3.7507  5.1907  4.4203
H  -2.7689  3.7382  4.6620
Br  0.4282  -1.3919  -3.3569
C  -0.7010  -2.5562  -4.4878
C  0.0773  -3.7212  -5.0432
Br  1.2336  -3.1708  -6.5119
H  -1.1214  -1.9155  -5.2562
H  -1.5019  -2.9154  -3.8394
H  -0.5898  -4.4663  -5.4718
H  0.7144  -4.1954  -4.3029
Br  -1.5468  2.1338  6.9397
C  -0.4712  3.5709  7.6897
C  -1.3326  4.6359  8.3146
Br  -2.1495  5.7679  6.9598
H  0.1536  3.9489  6.8864
H  0.1548  3.0973  8.4428
H  -0.7305  5.3066  8.9237
H  -2.1399  4.2314  8.9161
Br  -0.0366  7.7182  0.3305
C  -0.3841  6.8611  -1.3820
C  -1.8245  7.0114  -1.7927
Br  -2.9725  5.8001  -0.7957
H  -0.0790  5.8242  -1.2822
H  0.2699  7.3634  -2.0914
H  -1.9543  6.7368  -2.8374
H  -2.2091  8.0136  -1.6340
Br  8.4514  1.8233  0.6572
C  8.3459  0.1652  1.6683
C  9.4358  -0.7929  1.2713
Br  9.0359  -1.6446  -0.4273
H  7.3497  -0.2373  1.5115
H  8.4567  0.4589  2.7100
H  9.5096  -1.6058  1.9905
H  10.4049  -0.3162  1.1673
Br  -7.5820  -4.5155  -4.6589
C  -7.1280  -5.2847  -2.9273
C  -8.3522  -5.5318  -2.0903
Br  -9.0352  -3.8799  -1.3218
H  -6.4269  -4.6048  -2.4535
H  -6.6273  -6.2233  -3.1542
H  -8.1071  -6.1638  -1.2392
H  -9.1668  -5.9800  -2.6498

Values from the calculation:
Max |F| = 5.9 eV Å⁻¹
E = -38116.220194 Ha
Spin multiplicity = 1

# 6
Here is 6 unconnected molecules or ions with the total composition C27H40F5O20P at a distorted geometry from the Open Molecules 2025 dataset. Energies are from ωB97M-V/def2-TZVPD.

Element x y z (Å)
C  4.1676  -1.8960  2.1856
O  4.5172  -0.5217  2.1589
C  4.1410  0.1553  3.3095
O  3.6065  1.4419  3.0228
P  4.4091  2.3994  2.0208
O  5.8371  2.1175  1.9082
O  4.1535  3.8394  2.6559
O  3.6183  2.5125  0.6524
C  3.1987  1.3088  -0.0265
C  1.9681  0.6487  0.5918
C  0.9014  0.2293  -0.4153
C  1.4424  -0.8111  -1.4006
C  0.1984  1.3895  -1.1207
C  -0.7127  2.2219  -0.1901
C  -1.7811  1.3444  0.4107
C  -1.6609  0.8993  1.6846
C  -1.2275  1.7853  2.8373
C  -1.9965  -0.5268  2.0227
H  3.0865  -2.0440  2.1647
H  4.5937  -2.3420  1.2916
H  4.6240  -2.3907  3.0434
H  4.9607  0.2528  4.0228
H  3.3340  -0.3915  3.8045
H  3.2306  3.9390  2.9158
H  4.0449  0.6359  -0.1449
H  2.9306  1.6401  -1.0282
H  1.5738  1.3283  1.3480
H  2.2709  -0.2438  1.1412
H  0.1378  -0.2873  0.1643
H  0.6352  -1.0849  -2.0764
H  1.7312  -1.7093  -0.8553
H  2.3055  -0.4303  -1.9484
H  0.9280  2.0804  -1.5470
H  -0.4394  0.9632  -1.8960
H  -1.1866  2.9656  -0.8388
H  -0.1277  2.7352  0.5678
H  -2.6482  1.0659  -0.1801
H  -1.2201  1.1945  3.7515
H  -1.9178  2.6166  2.9219
H  -0.2117  2.1613  2.7021
H  -1.0495  -1.0709  2.0598
H  -2.4581  -0.6245  3.0080
H  -2.6116  -0.9766  1.2440
O  -2.4514  -0.6748  6.0179
C  -3.6114  -0.8914  5.9123
O  -4.5137  -0.0222  5.4079
C  -5.7739  -0.6962  5.3136
C  -5.6139  -1.8022  6.3340
F  -6.2797  -2.9254  5.9806
O  -4.2184  -2.0502  6.2901
H  -5.8975  -1.0994  4.3078
H  -6.5922  -0.0172  5.5353
H  -5.8969  -1.5273  7.3512
O  -1.3708  -1.7116  -4.1141
C  -0.4884  -1.2592  -4.7598
O  0.3754  -1.9842  -5.5062
C  1.2028  -1.0710  -6.2383
C  1.1039  0.1816  -5.3968
F  1.1734  1.3097  -6.1467
O  -0.1940  0.0712  -4.8413
H  0.7864  -0.9206  -7.2341
H  2.2160  -1.4527  -6.3281
H  1.8355  0.2477  -4.5896
O  1.6063  -5.6594  4.7163
C  1.0313  -4.8842  5.3997
O  0.6100  -3.6610  4.9984
C  -0.1632  -3.0825  6.0591
C  0.3561  -3.8335  7.2632
F  -0.5980  -4.0138  8.2078
O  0.7083  -5.0893  6.7094
H  -1.2219  -3.2768  5.8888
H  -0.0044  -2.0099  6.1148
H  1.2363  -3.3895  7.7314
O  -2.6273  4.5153  1.1233
C  -3.1219  4.9948  0.1643
O  -3.5883  4.2930  -0.8993
C  -4.2354  5.2071  -1.7884
C  -3.5865  6.5206  -1.4126
F  -4.4339  7.5684  -1.5535
O  -3.2974  6.3330  -0.0403
H  -5.3065  5.2217  -1.5825
H  -4.0689  4.9223  -2.8235
H  -2.6611  6.7393  -1.9479
O  2.6782  -3.8929  -8.1567
C  2.1908  -3.4161  -9.1211
O  1.7665  -4.1038  -10.2063
C  1.1112  -3.1874  -11.0891
C  1.7169  -1.8650  -10.6740
F  0.8435  -0.8384  -10.8073
O  1.9825  -2.0756  -9.2986
H  0.0365  -3.2066  -10.9042
H  1.3054  -3.4449  -12.1263
H  2.6465  -1.6097  -11.1849

Values from the calculation:
Max |F| = 1.6 eV Å⁻¹
Structure (SMILES) = COCO[P@](=O)(O)OCC[C@H](C)CCC=C(C)C.O=C1OC[C@@H](F)O1.O=C1OC[C@@H](F)O1.O=C1OC[C@@H](F)O1.O=C1OC[C@@H](F)O1.O=C1OC[C@@H](F)O1
E = -3398.422502 Ha
Spin multiplicity = 1